Entry 1:
113
Properties=species:S:1:pos:R:3:forces:R:3:mulliken_charge:R:1 method="wB97M-V/def2-TZVPD" charge=+2 mol_weight_da=810.77 homo_lumo_gap_ev=6.624
Ti 0.3019 1.2990 0.5916 -0.9762 -0.7030 -0.2132 -1.017
C -4.3242 3.7727 -0.4583 -0.0284 0.0079 -0.0319 -1.656
C -3.5913 2.6688 0.3066 0.0355 -0.0433 0.0070 3.013
C -4.5412 1.9233 1.2444 0.0032 -0.0333 -0.0053 -1.476
C -2.4395 3.2502 1.0676 -0.1277 -0.0308 -0.0137 0.080
C -2.5285 4.3563 1.9205 0.0519 -0.0260 -0.0355 -1.354
C -1.2383 4.6322 2.2980 0.0546 -0.0356 -0.0466 -0.748
N -0.4210 3.7324 1.7334 0.0415 0.0649 0.0141 0.391
N -1.1604 2.8518 0.9752 0.2457 0.1467 0.1644 0.852
B 1.1084 3.9022 1.5763 -0.0150 0.0148 -0.1106 0.281
N 1.9145 2.7105 2.1994 0.2754 0.0929 -0.1946 0.550
C 2.8769 2.8341 3.1273 -0.1585 0.0436 0.0892 -0.550
C 3.7573 1.7872 3.0048 -0.0061 0.0144 -0.0078 -1.680
C 3.3017 1.0299 1.9197 -0.0055 0.0751 0.0230 0.202
N 2.1789 1.5923 1.4448 -0.0080 -0.1734 0.2274 1.130
C 4.0372 -0.1452 1.3422 -0.0226 -0.0369 0.1071 0.304
C 3.4046 -1.4786 1.7421 -0.0263 -0.0599 -0.0550 -1.163
C 4.2655 -0.0070 -0.1603 0.0338 0.0036 -0.0781 -1.108
N 1.4039 3.8783 0.0655 -0.0790 0.1108 0.0381 -0.016
C 1.9263 4.7979 -0.7474 0.0923 -0.0330 0.1372 -0.672
C 1.9394 4.2958 -2.0331 -0.1454 -0.0487 -0.0340 -1.084
C 1.3676 3.0271 -1.9433 0.1765 -0.0107 -0.0733 -0.756
N 1.0470 2.7819 -0.6588 0.0363 0.1857 -0.0589 1.009
C 1.0937 2.0509 -3.0438 0.0672 -0.0246 -0.0060 1.883
C -0.4138 1.9108 -3.2372 -0.1140 -0.0383 -0.0414 -0.903
C 1.7648 2.4713 -4.3481 0.0119 -0.0158 0.0199 -2.118
H -5.1486 3.3400 -1.0270 -0.0059 0.0038 -0.0191 0.441
H -3.6643 4.2920 -1.1536 0.0295 -0.0013 0.0030 0.381
H -4.7537 4.5151 0.2146 -0.0104 -0.0020 0.0216 0.385
H -3.1723 1.9653 -0.4088 -0.0182 0.0634 -0.0151 -2.004
H -4.9075 2.5832 2.0321 -0.0235 0.0157 -0.0058 0.466
H -4.0535 1.0657 1.7072 0.0313 0.0168 0.0195 0.223
H -5.4106 1.5581 0.6943 -0.0254 0.0016 -0.0055 0.442
H -3.4170 4.9036 2.1789 -0.0176 0.0151 0.0181 0.586
H -0.8318 5.4250 2.9035 -0.0058 0.0263 0.0125 0.574
H 1.4532 4.9185 2.0856 -0.0111 0.0556 0.0602 -0.121
H 2.8815 3.6863 3.7870 0.0366 0.0346 -0.0025 0.596
H 4.6482 1.6078 3.5804 0.0317 0.0079 0.0041 0.598
H 5.0219 -0.0953 1.8154 -0.0485 -0.0258 0.0458 0.528
H 2.4598 -1.6340 1.2237 -0.0028 0.0194 0.0135 -0.016
H 3.2252 -1.5237 2.8184 0.0171 0.0051 0.0151 0.292
H 4.0677 -2.3041 1.4826 0.0067 0.0062 -0.0218 0.528
H 3.3350 -0.0710 -0.7186 -0.0050 0.0256 0.0134 -0.117
H 4.9242 -0.8062 -0.5017 0.0165 -0.0120 0.0010 0.442
H 4.7441 0.9436 -0.3973 0.0257 0.0108 0.0122 0.434
H 2.2615 5.7437 -0.3558 0.0116 0.0178 0.0054 0.536
H 2.2977 4.7878 -2.9186 0.0155 0.0021 -0.0136 0.632
H 1.5067 1.0846 -2.7352 -0.0681 0.0124 0.0218 -0.484
H -0.8383 2.8485 -3.6012 -0.0005 0.0235 0.0116 0.399
H -0.9257 1.6435 -2.3092 0.0252 0.0227 0.0053 -0.056
H -0.6233 1.1348 -3.9739 -0.0061 0.0105 -0.0324 0.303
H 1.3609 3.4177 -4.7105 -0.0048 0.0160 -0.0017 0.414
H 1.5840 1.7223 -5.1185 -0.0066 -0.0118 0.0007 0.444
H 2.8427 2.5784 -4.2325 0.0213 0.0044 0.0083 0.503
C 2.3545 -9.1216 -0.1397 0.0084 -0.0169 0.0186 -1.085
C 2.0305 -7.6662 -0.3093 -0.0316 0.0743 0.0381 0.732
O 1.6767 -6.9373 0.5739 0.0067 -0.0332 -0.0524 -0.522
S 2.2418 -7.1112 -2.0158 -0.0500 0.0156 -0.0472 -0.226
C 1.8480 -5.3989 -1.8185 0.1174 0.0241 -0.0085 0.142
C 2.8156 -4.4418 -2.1166 -0.0086 -0.0342 -0.0159 -0.907
C 2.5626 -3.1018 -1.8903 -0.0730 -0.0091 -0.0214 -0.538
C 1.3304 -2.7130 -1.3577 0.0604 0.0041 0.1168 0.299
C 0.3405 -3.6726 -1.1068 0.0750 0.0505 -0.0476 0.236
C 0.5998 -5.0078 -1.3454 -0.0804 -0.0308 0.0065 -1.011
C 1.0924 -1.3652 -0.9536 0.2258 0.2073 0.0127 -0.056
C 0.8563 -0.2518 -0.5090 0.1491 -0.2601 -0.4548 0.128
H 3.1892 -9.2027 0.5569 -0.0076 -0.0232 -0.0010 0.300
H 2.6131 -9.6074 -1.0774 0.0065 0.0064 -0.0159 0.405
H 1.4912 -9.6155 0.3055 0.0108 -0.0060 0.0129 0.303
H 3.7751 -4.7569 -2.5032 0.0256 -0.0034 0.0144 0.481
H 3.3166 -2.3557 -2.1005 0.0301 0.0049 0.0196 0.540
H -0.6159 -3.3565 -0.7087 -0.0424 -0.0149 0.0373 0.812
H -0.1571 -5.7543 -1.1506 0.0035 -0.0062 0.0389 0.507
C -0.5304 2.0155 4.4657 0.0244 0.0439 -0.0309 -0.866
N 0.0637 0.6863 4.4496 -0.0447 -0.1215 -0.0340 0.337
C 0.8692 0.3331 5.6127 0.0100 0.0071 0.0171 -1.214
C -0.0725 -0.1136 3.3825 0.0310 -0.1102 -0.0147 0.317
O -0.1772 0.4122 2.2065 -0.0765 0.1276 -0.0386 0.021
N -0.1383 -1.4354 3.5050 0.0255 0.1706 0.1216 0.389
C -0.5289 -2.0840 4.7570 0.0042 -0.0059 0.0067 -1.247
C -0.0635 -2.3234 2.3504 0.0279 -0.0383 -0.0851 -0.326
H -1.0681 2.1399 5.4062 -0.0094 0.0078 -0.0058 0.591
H -1.2319 2.1222 3.6427 0.0081 0.0082 0.0219 0.064
H 0.2354 2.7884 4.3939 -0.0086 -0.0056 0.0051 0.178
H 1.5184 1.1810 5.8350 0.0025 -0.0061 0.0071 0.420
H 1.4982 -0.5233 5.3881 0.0052 -0.0005 0.0149 0.347
H 0.2581 0.1229 6.4912 0.0113 0.0022 -0.0054 0.323
H -1.0906 -1.3914 5.3773 0.0134 -0.0130 0.0192 0.413
H 0.3311 -2.4630 5.3082 -0.0158 -0.0142 -0.0054 0.366
H -1.1739 -2.9236 4.5039 0.0044 0.0175 0.0146 0.386
H 0.1845 -1.7657 1.4548 0.0114 -0.0186 0.0210 -1.038
H -1.0327 -2.8022 2.2105 -0.0080 -0.0204 -0.0328 0.554
H 0.6910 -3.0882 2.5349 -0.0079 -0.0175 -0.0187 0.581
C -4.0484 1.2271 -4.1376 -0.0016 0.0324 -0.0332 -0.716
C -4.4121 -0.0132 -3.3406 -0.0897 -0.1348 -0.0290 -0.551
N -3.7085 -0.0825 -2.0572 0.0155 0.0289 0.1457 -0.023
C -2.4764 -0.4671 -1.7334 -0.0317 -0.0297 -0.2588 0.637
S -2.0181 -0.2386 -0.0729 0.2148 0.2497 0.5581 -0.266
N -1.6202 -1.0456 -2.5602 -0.0251 -0.0539 0.0827 0.846
C -1.7701 -1.5639 -3.9211 0.0260 0.1194 -0.0967 -0.588
C -2.4143 -2.9397 -3.9484 -0.0185 -0.0288 0.0058 -1.256
H -4.6222 1.2583 -5.0631 -0.0075 -0.0040 -0.0079 0.422
H -2.9886 1.2456 -4.3925 0.0160 -0.0097 0.0010 0.028
H -4.2716 2.1317 -3.5708 -0.0048 -0.0007 0.0138 0.254
H -4.2474 -0.9289 -3.9048 0.0092 0.0577 0.0111 0.080
H -5.4728 -0.0062 -3.0907 0.0142 0.0233 -0.0151 0.484
H -4.1905 0.3257 -1.2704 -0.0372 -0.0043 -0.0206 0.167
H -0.7522 -1.2782 -2.1020 0.0737 0.0530 -0.0012 -1.271
H -0.7587 -1.6116 -4.3272 -0.0182 -0.0285 0.0017 0.436
H -2.3067 -0.8433 -4.5364 0.0061 -0.0557 0.0268 0.467
H -1.7985 -3.6604 -3.4101 0.0080 -0.0043 0.0021 0.285
H -2.5235 -3.2862 -4.9755 0.0101 0.0066 -0.0099 0.439
H -3.4012 -2.9301 -3.4845 -0.0150 0.0098 -0.0022 0.251

Entry 2:
110
Properties=species:S:1:pos:R:3:forces:R:3:mulliken_charge:R:1 method="wB97M-V/def2-TZVPD" smiles="CCCOCc1cc2c(cc1CCCOC(C)=O)C(=O)c1cc(CCC(N)=O)ccc1C2=O.COCCNCCOC.COCCNCCOC" charge=0 mol_weight_da=717.90 homo_lumo_gap_ev=7.094
C -4.3573 -8.2275 5.0810 0.3549 -0.6082 0.1966 -0.873
C -3.7326 -8.2737 3.5310 0.4739 0.9949 1.1314 -0.233
C -2.2083 -7.6045 3.6790 -0.8718 -1.0292 0.7767 -0.465
O -1.7310 -6.9786 2.4289 -0.1704 1.4752 2.2893 -0.351
C -1.7136 -5.5257 2.6587 -0.1907 1.7957 -0.0279 -0.048
C -0.9978 -4.6410 1.4790 1.1655 1.3362 -2.2000 0.635
C -1.9113 -3.3938 0.8473 3.9533 -0.4677 -1.8734 -0.578
C -1.2307 -2.4566 -0.3134 1.6303 -1.8752 1.1239 0.352
C 0.3255 -2.7547 -0.8488 -1.1245 -1.8164 2.3255 0.274
C 1.1882 -3.9894 -0.2004 -3.6351 1.2123 0.5775 -1.071
C 0.5377 -4.9567 0.9991 -1.8066 2.9512 -2.0062 0.673
C 1.5183 -6.1401 1.5690 0.3327 0.2593 -0.0352 -0.721
C 1.5536 -6.2924 3.2004 0.4015 -0.1652 0.1008 -0.157
C 1.7875 -4.8972 4.0276 0.2761 -1.9066 1.7638 -0.412
O 2.5048 -3.8447 3.2922 -3.7576 2.3710 1.0885 -0.314
C 1.6332 -2.6329 3.4430 -2.6669 3.5599 -5.2349 0.529
C 1.3519 -1.8860 4.8968 -0.4860 -0.7854 0.3086 -0.776
O 1.0460 -2.0361 2.3703 4.3625 -4.3289 7.0652 -0.387
C 0.9524 -1.7355 -2.0170 2.1522 -1.5071 -3.2080 -0.109
O 1.6750 -2.1772 -3.0669 -4.3000 2.8612 6.7675 -0.560
C 0.5851 -0.1212 -1.7791 -0.8935 1.8496 0.6667 0.083
C 1.7181 1.0406 -2.0174 -4.1782 0.5374 1.3078 -0.216
C 1.2915 2.5964 -1.7163 -2.4866 -2.9528 0.3394 0.539
C 2.3502 3.8404 -1.8754 -0.2284 -0.4914 1.4256 -0.664
C 3.8954 3.3729 -2.2395 0.3201 1.4374 0.0629 0.059
C 4.8352 3.2462 -0.8689 4.4634 2.3463 1.8037 0.232
N 4.4506 2.2630 0.2216 0.7566 0.4447 -3.9486 -0.452
O 5.9223 4.0321 -0.6679 -6.6869 -4.6321 -1.4705 -0.597
C -0.2665 2.8970 -1.2125 0.8854 -3.0036 -0.3885 -0.537
C -1.4068 1.7283 -0.9705 3.8008 -1.2031 -1.3298 -0.623
C -0.9749 0.1726 -1.2555 2.5195 2.3954 -0.4098 0.199
C -1.9840 -1.1398 -1.0173 -3.5926 -0.0925 -1.1088 0.400
O -3.2672 -1.1225 -1.3873 7.7554 0.0222 2.4279 -0.573
H -3.4954 -8.1231 5.8948 -1.6976 -0.2710 -1.8164 0.263
H -4.9207 -9.2368 5.3550 0.9727 2.3464 -0.6636 0.277
H -5.0451 -7.2900 5.2148 1.1791 -1.9394 -0.2883 0.240
H -3.6696 -9.3648 3.1117 -0.2288 2.2526 0.7337 0.308
H -4.4037 -7.5592 2.8672 1.5482 -1.7157 1.1566 0.216
H -1.4410 -8.4403 4.0395 -1.5657 1.6859 -0.9948 0.240
H -2.2972 -6.8533 4.5887 0.3468 -1.1711 -2.0883 0.270
H -2.8316 -5.1315 2.7994 2.3052 -0.7674 -0.4832 0.295
H -1.1649 -5.2302 3.6748 -0.9727 -0.9049 -2.0336 -0.045
H -3.0190 -3.1755 1.2350 2.8085 -0.5076 -0.8908 0.019
H 2.2884 -4.1532 -0.6195 -2.6702 0.2963 1.1249 0.150
H 1.2950 -7.2055 1.0892 0.1451 2.4113 1.0247 0.336
H 2.6314 -5.8714 1.2332 -2.5460 -0.3948 0.6697 0.328
H 2.4604 -7.0040 3.4562 -1.8383 1.3894 -0.6211 0.407
H 0.5865 -6.8032 3.6551 1.9565 1.0926 -1.1727 -0.127
H 2.4747 -5.1763 4.9625 -1.5303 0.6039 -1.8990 0.306
H 0.7548 -4.5782 4.4756 1.9378 -0.1474 -1.0789 0.169
H 0.2252 -2.0950 5.2315 2.4251 0.3084 -0.9955 0.199
H 2.0233 -2.2994 5.7723 -1.1563 0.9377 -1.9575 0.289
H 1.4240 -0.7151 4.7704 0.1315 -2.6231 0.0330 0.313
H 2.7834 0.6773 -2.3857 -2.5797 0.9554 0.8456 0.288
H 2.4241 4.3504 -0.7987 -0.2923 -1.0518 -2.3193 0.352
H 1.9235 4.6712 -2.5909 0.9671 -1.9126 1.1799 0.385
H 4.3657 4.2755 -2.8577 -0.8396 -2.0687 1.4418 -0.214
H 3.9566 2.4318 -2.9332 -0.1411 1.6634 1.5866 0.339
H 5.3033 1.8835 0.6918 -0.8919 0.8113 -0.5496 0.301
H 3.9738 1.4719 -0.2984 0.4751 1.0991 1.1770 0.270
H -0.5379 4.0357 -0.9893 0.5799 -2.8375 -0.5314 0.247
H -2.5074 1.9682 -0.5758 2.8223 -0.5027 -1.0541 0.293
C 4.3277 4.1904 -6.0207 -0.0884 0.0794 0.3051 -0.910
O 4.8655 5.1421 -5.1143 0.2329 -0.3334 -0.2721 -0.166
C 6.2864 5.2979 -5.2223 0.1167 0.6943 0.2027 -0.894
C 6.6419 6.6555 -5.8501 -0.3225 -0.5933 -0.2993 -0.251
N 6.2730 6.7013 -7.2701 0.0309 0.1637 0.2898 -0.327
C 6.3114 8.0478 -7.8517 -0.3184 -0.1740 0.0013 -0.665
C 5.3750 9.1144 -7.2488 0.0417 0.0991 -0.5657 -0.471
O 3.9861 8.8777 -7.4903 0.4080 -0.0337 0.4245 -0.437
C 3.3787 7.9621 -6.5881 -0.2681 0.2199 -0.3173 -0.490
H 3.2970 3.9829 -5.7245 0.0814 0.0946 0.0426 0.223
H 4.3174 4.5790 -7.0393 0.0428 -0.1276 -0.1847 0.389
H 4.8895 3.2509 -5.9872 -0.0021 0.0521 -0.0827 0.380
H 6.7528 4.4672 -5.7645 -0.1985 0.1013 -0.1094 0.439
H 6.6776 5.2816 -4.2007 -0.0025 -0.0036 -0.0297 0.386
H 7.7196 6.8292 -5.7519 -0.0840 -0.0248 -0.0242 0.414
H 6.1179 7.4270 -5.2800 0.0631 0.0254 0.2480 0.162
H 5.3317 6.3378 -7.3771 0.1831 0.0489 0.0319 0.071
H 6.0550 7.9329 -8.9115 0.0110 0.1397 0.1226 0.368
H 7.3434 8.4162 -7.8191 -0.0735 0.0116 0.1092 0.386
H 5.6021 10.0614 -7.7531 -0.0781 -0.1251 0.0100 0.345
H 5.5611 9.2943 -6.1856 -0.0769 -0.1876 0.0848 0.346
H 3.8050 8.0209 -5.5820 0.0741 -0.0832 -0.1013 0.262
H 3.4500 6.9468 -6.9818 0.0257 -0.1420 0.2380 0.128
H 2.3130 8.2060 -6.5227 0.1733 0.0747 -0.0537 0.340
C -8.5473 0.4312 1.8160 0.1444 0.2675 -0.1621 -0.716
O -7.4834 1.2731 2.2353 -0.3870 -0.1485 0.3855 -0.310
C -7.4501 1.4932 3.6514 0.6684 0.0451 -0.0213 -0.807
C -6.2614 0.7580 4.2917 -0.6021 -0.2555 -0.2916 -0.147
N -6.4552 -0.6968 4.2656 0.2387 0.2302 -0.0002 -0.326
C -5.2466 -1.4639 4.5875 -0.1812 -0.0210 -0.3549 -0.880
C -4.0236 -1.2929 3.6639 0.0088 -0.5632 0.1971 -0.343
O -4.2035 -1.8258 2.3498 -0.0034 0.4682 0.5143 -0.398
C -4.8904 -0.9628 1.4527 0.0000 -0.3222 -0.4544 -0.318
H -8.6235 0.4951 0.7282 0.1085 0.0522 0.1169 0.237
H -8.3555 -0.6083 2.0832 -0.1574 -0.1648 0.0748 0.301
H -9.5011 0.7552 2.2459 0.0415 -0.0847 0.0181 0.334
H -8.3978 1.2261 4.1332 0.0945 -0.1653 -0.1363 0.392
H -7.3031 2.5680 3.7936 -0.0003 -0.0395 0.0151 0.391
H -6.1482 1.0880 5.3307 -0.0188 -0.0453 -0.0631 0.398
H -5.3625 1.0475 3.7412 0.0659 0.2416 -0.0019 0.136
H -6.7657 -0.9705 3.3392 0.0354 0.0787 0.1666 0.081
H -5.5386 -2.5205 4.5695 0.1487 0.0811 -0.0010 0.418
H -4.9516 -1.2398 5.6192 0.0452 0.0868 -0.0889 0.414
H -3.2053 -1.8743 4.1056 -0.0678 -0.0019 -0.0754 0.223
H -3.6623 -0.2609 3.6205 -0.1576 0.0679 -0.1362 0.343
H -4.6751 0.0935 1.6409 -0.0857 -0.0806 0.1101 0.280
H -5.9637 -1.1548 1.4977 -0.0907 0.2603 0.0105 0.028
H -4.5647 -1.2020 0.4348 0.0018 0.0141 0.2649 0.266

HOMO level, respectively: -12.9, -8.4 eV.
LUMO level, respectively: -6.29, -1.30 eV.